# C65H136N7O9

A molecular structure, C65H136N7O9 at a distorted geometry (ωB97M-V/def2-TZVPD, the Open Molecules 2025 dataset).

Last column: Mulliken charge in e.
Element x y z (Å)
C  -0.477  -0.702  -0.304  1.246
C  -0.593  -0.058  1.107  -1.714
O  -0.820  1.114  1.277  -0.541
O  -0.505  -0.795  2.056  -0.011
H  -1.287  -0.361  -0.949  -0.259
H  -0.546  -1.787  -0.378  0.227
H  0.469  -0.350  -0.715  0.456
C  1.570  4.385  2.199  -0.918
C  1.550  2.969  2.794  0.390
C  2.945  2.632  3.300  -1.125
C  3.308  3.080  4.712  -1.314
C  2.230  2.653  5.657  -1.510
C  0.809  3.080  5.265  1.737
N  0.566  2.823  3.849  1.442
O  -0.738  3.185  3.416  -0.377
C  -0.105  2.247  6.179  -2.272
C  0.693  4.574  5.575  -1.771
C  1.195  1.999  1.680  0.499
H  2.218  4.478  1.327  -0.924
H  1.846  5.173  2.900  0.415
H  0.582  4.719  1.882  0.584
H  3.208  1.575  3.328  -0.893
H  3.659  3.046  2.589  0.454
H  3.557  4.141  4.728  0.402
H  4.212  2.554  5.019  0.465
H  2.559  3.017  6.630  0.435
H  2.269  1.565  5.714  0.401
H  -1.141  2.421  5.888  0.468
H  0.076  1.178  6.064  0.329
H  0.089  2.444  7.234  0.462
H  0.713  4.779  6.645  0.464
H  1.591  5.114  5.275  0.361
H  -0.121  5.083  5.060  0.185
H  0.259  2.168  1.147  0.734
H  1.235  1.003  2.120  -0.605
H  2.030  2.004  0.979  0.241
H  -0.680  4.134  3.289  0.266
C  0.161  5.593  -3.188  -2.347
C  1.452  4.828  -2.698  1.728
C  1.969  5.521  -1.375  -1.732
C  2.969  4.734  -0.522  -1.041
C  2.306  3.363  -0.286  -0.980
C  1.915  2.562  -1.548  -0.148
N  1.042  3.395  -2.374  1.611
O  0.604  2.740  -3.504  -0.921
C  3.216  1.900  -2.313  -1.073
C  1.099  1.402  -0.938  -0.079
C  2.594  4.867  -3.710  -1.519
H  0.436  6.564  -3.602  0.580
H  -0.555  5.926  -2.436  0.368
H  -0.375  5.133  -4.018  0.444
H  2.236  6.551  -1.611  0.572
H  1.138  5.704  -0.694  0.508
H  3.145  5.169  0.461  0.792
H  3.889  4.467  -1.042  0.511
H  1.464  3.372  0.406  0.424
H  3.087  2.758  0.175  -0.425
H  3.464  0.982  -1.780  -0.271
H  2.978  1.459  -3.282  0.301
H  4.135  2.458  -2.496  0.494
H  0.142  1.795  -0.593  0.599
H  0.975  0.622  -1.689  0.503
H  1.650  0.908  -0.137  -1.389
H  3.130  5.812  -3.797  0.374
H  2.310  4.610  -4.730  0.366
H  3.431  4.195  -3.516  0.247
H  -0.354  2.717  -3.459  -1.408
C  -2.759  -3.163  -0.995  -0.873
C  -2.079  -4.226  -0.130  1.199
C  -1.170  -5.072  -1.109  -1.427
C  -0.178  -5.881  -0.386  -1.068
C  0.695  -4.931  0.404  -0.160
C  -0.089  -4.173  1.441  1.553
N  -1.219  -3.420  0.800  -0.071
O  -1.889  -2.599  1.691  -0.130
C  -0.448  -5.115  2.588  -1.713
C  0.974  -3.108  1.927  -1.560
C  -3.153  -5.022  0.456  -1.505
H  -3.593  -2.696  -0.469  -0.107
H  -3.208  -3.539  -1.915  1.003
H  -2.109  -2.316  -1.213  -0.787
H  -1.764  -5.766  -1.704  0.579
H  -0.580  -4.500  -1.825  0.102
H  0.437  -6.439  -1.093  0.693
H  -0.732  -6.585  0.235  0.472
H  1.171  -4.246  -0.298  -0.557
H  1.410  -5.643  0.815  0.408
H  -0.907  -4.548  3.397  0.178
H  -1.247  -5.834  2.409  0.148
H  0.498  -5.625  2.769  0.574
H  1.257  -2.321  1.228  -0.482
H  0.558  -2.610  2.804  0.424
H  1.796  -3.612  2.436  1.084
H  -2.830  -5.916  0.989  0.351
H  -3.850  -5.328  -0.324  0.480
H  -3.784  -4.383  1.075  0.062
H  -1.469  -1.750  1.535  -0.408
C  -2.551  -1.251  5.571  -1.969
C  -3.680  -1.352  4.531  1.666
C  -4.899  -0.562  4.937  -1.249
C  -5.906  -0.299  3.809  -1.075
C  -5.197  0.317  2.619  -0.859
C  -3.907  -0.520  2.082  1.751
N  -3.050  -0.792  3.272  0.320
O  -1.836  -1.287  2.911  0.565
C  -4.464  -1.843  1.343  -2.086
C  -3.238  0.376  0.999  -0.869
C  -4.109  -2.860  4.387  -1.507
H  -2.275  -0.208  5.725  0.191
H  -1.637  -1.839  5.489  0.226
H  -3.039  -1.542  6.501  0.488
H  -5.517  -0.961  5.742  0.403
H  -4.629  0.420  5.326  0.360
H  -6.731  0.324  4.154  0.589
H  -6.593  -1.109  3.565  0.432
H  -4.902  1.333  2.881  0.474
H  -5.899  0.388  1.788  0.294
H  -4.600  -1.654  0.278  1.017
H  -3.745  -2.662  1.366  -0.400
H  -5.458  -2.104  1.705  0.685
H  -2.445  -0.210  0.537  -0.236
H  -3.901  0.657  0.180  0.313
H  -2.836  1.315  1.381  0.511
H  -4.272  -3.236  5.397  0.548
H  -3.229  -3.412  4.057  -0.013
H  -4.909  -3.057  3.674  0.305
H  -2.060  -2.165  2.592  1.648
C  -2.227  0.158  -3.067  -2.986
C  -2.942  1.211  -2.206  0.096
C  -1.919  2.341  -1.899  -0.761
C  -1.731  3.380  -3.001  0.865
C  -3.042  3.946  -3.423  -2.078
C  -4.067  2.888  -3.855  1.637
N  -4.145  1.740  -2.886  0.987
O  -5.201  0.842  -3.056  -0.505
C  -5.436  3.614  -3.823  -2.085
C  -3.565  2.398  -5.332  -1.591
C  -3.265  0.541  -0.841  -0.263
H  -2.908  -0.465  -3.648  1.480
H  -1.630  -0.520  -2.457  -0.456
H  -1.821  0.768  -3.873  0.842
H  -2.099  2.902  -0.982  1.061
H  -1.028  1.725  -1.774  -0.920
H  -1.265  2.922  -3.873  1.947
H  -1.077  4.206  -2.721  -0.734
H  -2.843  4.667  -4.216  0.471
H  -3.419  4.413  -2.513  0.469
H  -6.257  2.955  -4.104  0.429
H  -5.624  4.091  -2.861  0.351
H  -5.478  4.317  -4.654  0.414
H  -3.665  3.250  -6.006  0.438
H  -2.520  2.140  -5.502  0.272
H  -4.170  1.600  -5.762  0.348
H  -3.665  -0.463  -0.983  -0.362
H  -4.005  1.163  -0.337  0.421
H  -2.422  0.543  -0.150  -0.410
H  -5.899  1.114  -2.456  0.374
C  6.835  -0.890  2.133  -2.188
C  5.338  -1.342  1.894  1.527
C  4.393  -0.392  2.711  -1.186
C  2.910  -0.415  2.372  -0.815
C  2.719  -0.303  0.874  0.065
C  3.610  -1.241  0.039  1.625
N  4.994  -1.044  0.513  0.563
O  5.775  -1.595  -0.431  -0.602
C  3.054  -2.710  0.072  -0.677
C  3.431  -0.783  -1.407  -1.931
C  5.293  -2.799  2.341  -1.526
H  6.930  0.174  1.913  0.412
H  7.570  -1.315  1.449  0.414
H  7.127  -0.990  3.178  0.376
H  4.422  -0.626  3.775  0.740
H  4.753  0.637  2.686  0.262
H  2.377  0.363  2.919  1.054
H  2.477  -1.352  2.722  -0.188
H  2.798  0.766  0.678  1.180
H  1.677  -0.542  0.665  0.500
H  2.250  -2.899  -0.639  -0.706
H  3.677  -3.587  -0.106  0.383
H  2.553  -2.880  1.025  0.048
H  2.446  -0.579  -1.828  -0.677
H  3.890  0.169  -1.674  1.217
H  3.907  -1.487  -2.089  1.193
H  5.784  -3.551  1.724  0.274
H  4.268  -3.147  2.468  0.213
H  5.735  -2.821  3.337  0.495
H  6.033  -0.822  -0.938  0.398
C  3.321  -3.364  -5.015  -1.946
C  2.010  -2.971  -4.163  0.802
C  2.556  -1.713  -3.400  -1.558
C  1.478  -0.869  -2.746  2.083
C  0.350  -0.616  -3.706  -0.707
C  -0.312  -1.874  -4.276  2.394
N  0.758  -2.738  -4.901  0.345
O  0.280  -3.843  -5.529  -0.486
C  -1.197  -2.648  -3.266  -0.560
C  -1.274  -1.378  -5.401  -2.524
C  1.865  -3.984  -3.062  -0.333
H  3.542  -2.612  -5.773  0.455
H  3.196  -4.335  -5.493  0.460
H  4.208  -3.474  -4.391  0.290
H  3.417  -1.853  -2.747  0.079
H  3.108  -1.110  -4.121  0.798
H  1.972  0.050  -2.429  -2.191
H  1.233  -1.363  -1.806  -0.976
H  0.716  0.047  -4.491  0.815
H  -0.344  0.027  -3.164  0.421
H  -1.436  -3.629  -3.675  0.733
H  -0.672  -2.951  -2.359  -0.878
H  -2.117  -2.125  -3.003  0.843
H  -1.794  -2.272  -5.744  0.564
H  -1.972  -0.625  -5.035  0.231
H  -0.797  -1.111  -6.345  0.431
H  2.826  -4.255  -2.624  0.437
H  1.365  -4.912  -3.340  0.591
H  1.251  -3.564  -2.265  -0.721
H  0.474  -3.546  -6.421  0.412

total charge = -1
energy above the lowest of the compared OMol25 structures with the same formula, charge and spin = 4133.6 kJ/mol
LUMO energy = 2.27 eV
Kohn-Sham gap = 0.1938 hartree
total energy = -3616.85063 a.u.